# C13H9N3

A single C13H9N3 molecule in a non-equilibrium geometry (wB97M-V/def2-TZVPD, OMol25).

```
25
Properties=species:S:1:pos:R:3:nbo_charge:R:1
C 1.90792 3.18719 -2.80234 -0.269
C 3.46709 2.79908 -3.05475 0.009
N 4.05246 1.59372 -2.40195 -0.427
C 3.12914 0.80825 -1.53507 0.024
C 1.57271 1.04714 -1.12054 -0.107
C 0.68126 0.07442 -0.11533 0.146
C 1.42960 -0.90055 0.95160 0.000
N 0.77203 -1.81090 1.95129 -0.364
C -0.71699 -1.71588 1.77576 0.120
C -1.64713 -2.66389 2.78536 -0.215
C -3.30739 -2.67389 2.75146 -0.226
C -4.11067 -1.67281 1.69387 -0.227
C -3.17073 -0.75388 0.71004 -0.215
C -1.51327 -0.76050 0.72853 0.128
N -0.81427 0.17158 -0.21990 -0.390
C 0.84218 2.38353 -1.81437 -0.153
H 1.49164 4.13928 -3.38146 0.231
H 4.10555 3.48153 -3.79740 0.241
H 3.61344 -0.17432 -1.05472 0.216
H 2.62214 -0.86654 0.96499 0.230
H -1.16151 -3.39940 3.59002 0.250
H -3.97524 -3.35146 3.45927 0.242
H -5.28079 -1.62051 1.61164 0.246
H -3.72097 -0.01852 -0.05239 0.246
H -0.26817 2.69732 -1.62362 0.265
```

Values from the calculation:
gap between HOMO and LUMO = 6.86 eV
ΔE to the lowest compared entry with this formula, charge and spin = 203.16 kcal per mole
charge = 0
energy = -664.42213 a.u.
strongest force on any atom = 7.52 eV Å⁻¹
HOMO energy = -0.309 hartree